{
  "formula": "C6H10MnO6",
  "method": "ωB97M-V/def2-TZVPD",
  "species": ["O", "C", "O", "C", "C", "C", "C", "O", "C", "O", "O", "H", "H", "H", "H", "H", "H", "H", "H", "H", "Mn", "O", "H"],
  "xyz": [[1.453, -1.115, 2.857], [0.392, -1.401, 2.411], [-0.512, -0.611, 1.808], [-0.036, 0.684, 1.295], [-1.075, 1.354, 0.430], [-1.459, 0.683, -0.897], [-0.377, -0.097, -1.611], [0.727, 0.771, -1.901], [1.753, 0.233, -2.537], [1.836, -0.914, -2.907], [2.689, 1.159, -2.695], [0.896, 0.479, 0.758], [0.177, 1.290, 2.183], [-0.639, 2.344, 0.230], [-1.983, 1.540, 1.021], [-1.854, 1.457, -1.570], [-2.286, -0.024, -0.746], [-0.765, -0.503, -2.554], [-0.010, -0.939, -1.008], [3.456, 0.768, -3.133], [-2.123, -1.900, 2.010], [-0.370, -2.410, 2.899], [0.108, -2.848, 3.657]],
  "e_above_lowest_kcal_mol": 0.0,
  "charge": 2,
  "energy_ha": -1836.3551,
  "multiplicity": 6,
  "lumo_energy_ev": [-11.8, -12.0],
  "homo_lumo_gap_ha": [0.1577, 0.1504]
}